2 unconnected molecules or ions with the total composition C10H13BBr2F11O2S in a non-equilibrium geometry. Source: the Open Molecules 2025 dataset; level of theory: the ωB97M-V functional and the def2-TZVPD basis.

Summary:
DFT total energy = -196158.4669 eV
HOMO = -0.50340 Ha
F_max = 1.94 eV Å⁻¹
Total charge = +1
LUMO = -3.83 eV
2S+1 = 1

Each line ends with the natural charge from an NBO analysis.
Positions of all 40 atoms, in Å:
1 C -0.544 1.055 -0.467  -1.05
2 B -0.913 2.409 -1.123  0.90
3 O -2.148 2.618 -1.609  -0.88
4 S 0.280 3.857 -1.378  0.35
5 C 1.744 3.746 -0.314  -0.51
6 C 1.448 3.659 1.173  -0.51
7 C 1.005 4.990 1.767  0.27
8 F 0.646 5.892 0.841  -0.34
9 Br 2.573 5.770 2.672  0.07
10 C -0.130 4.827 2.841  0.61
11 F -0.136 3.631 3.345  -0.30
12 F 0.052 5.638 3.835  -0.29
13 Br -1.852 5.292 2.054  0.00
14 H -0.198 1.125 0.563  0.26
15 H 0.199 0.471 -1.012  0.29
16 H -1.438 0.460 -0.446  0.29
17 H -2.685 3.196 -1.047  0.53
18 H -0.396 4.949 -0.949  0.23
19 H 2.359 2.909 -0.610  0.28
20 H 2.333 4.635 -0.514  0.27
21 H 0.743 2.863 1.384  0.25
22 H 2.365 3.377 1.665  0.28
23 C 0.383 -4.682 0.544  -0.14
24 C -0.003 -3.201 0.443  0.59
25 C -1.485 -2.906 0.230  0.52
26 F -1.942 -3.438 -0.918  -0.31
27 F -1.661 -1.552 0.151  -0.35
28 F 0.739 -2.602 -0.518  -0.32
29 F 0.349 -2.615 1.625  -0.33
30 O 0.865 -5.286 -0.635  -0.50
31 C -0.057 -5.762 -1.544  0.85
32 C 0.001 -4.994 -2.863  0.50
33 F -0.215 -3.674 -2.657  -0.33
34 F -0.963 -5.446 -3.693  -0.31
35 F -1.297 -5.758 -1.013  -0.32
36 F 0.263 -7.045 -1.790  -0.31
37 H 1.226 -4.723 1.231  0.23
38 H -0.401 -5.277 1.013  0.22
39 H -2.086 -3.282 1.061  0.15
40 H 0.976 -5.122 -3.338  0.16

Forces on the atoms, in the same order (eV/Å):
C 0.60 0.30 -0.32
B -0.76 -1.23 0.62
O 0.02 0.67 0.43
S 0.72 0.31 -0.77
C -0.01 0.55 0.85
C -0.26 -0.17 -0.43
C 1.00 -0.26 1.49
F -0.35 0.38 -0.75
Br -0.13 -0.05 -0.20
C 0.04 1.16 -1.30
F -0.12 -1.92 0.19
F 0.00 1.41 1.27
Br -0.24 -0.41 -0.18
H 0.18 0.13 0.08
H 0.21 0.00 -0.03
H -0.38 -0.12 -0.10
H -0.33 0.13 -0.48
H 0.13 -0.27 0.19
H -0.26 -0.41 -0.48
H -0.02 0.19 -0.27
H -0.24 0.00 -0.02
H 0.24 -0.19 0.13
C 0.38 -0.35 0.67
C 0.51 -0.18 -0.34
C -0.48 0.15 -0.01
F -0.10 0.46 0.35
F 0.06 -0.26 0.12
F -0.11 0.15 0.11
F -0.26 -0.01 0.12
O -0.38 0.41 -0.41
C 0.08 -0.43 0.68
C 0.03 0.18 -0.50
F 0.16 -0.21 -0.20
F 0.01 -0.08 0.10
F 0.06 -0.32 -0.33
F -0.02 0.03 -0.23
H 0.08 0.15 -0.05
H -0.17 0.16 -0.11
H 0.08 0.02 0.03
H 0.01 -0.06 0.08

A gas-phase ion, C3H7IN3 (charge +1) in a non-equilibrium geometry. Source: the Open Molecules 2025 dataset; level of theory: the ωB97M-V functional and the def2-TZVPD basis.

Summary:
DFT total energy = -15786.7655 eV
HOMO = -0.51201 Ha
F_max = 3.45 eV Å⁻¹
Total charge = +1
LUMO = -4.74 eV
SMILES = C/C=N/N(I)C=[NH2+]
2S+1 = 1

Each line ends with the natural charge from an NBO analysis.
Positions of all 14 atoms, in Å:
1 C -2.064 -2.085 -0.038  -0.65
2 C -0.748 -1.400 -0.035  0.10
3 N -0.709 -0.163 0.007  -0.14
4 N 0.911 0.527 -0.093  -0.48
5 I 2.559 -0.648 -0.008  0.45
6 C 0.843 1.816 0.001  0.34
7 N 1.852 2.643 0.114  -0.72
8 H -2.160 -2.687 0.864  0.26
9 H -2.099 -2.756 -0.897  0.26
10 H -2.877 -1.367 -0.092  0.25
11 H 0.139 -2.040 -0.078  0.22
12 H -0.166 2.222 -0.030  0.25
13 H 1.716 3.644 0.116  0.44
14 H 2.802 2.294 0.168  0.42

Forces on the atoms, in the same order (eV/Å):
C -0.39 0.05 0.00
C 0.84 -1.11 -0.06
N 2.12 2.70 -0.32
N -2.52 -2.12 0.37
I -0.09 0.30 -0.01
C -0.45 -0.03 -0.03
N 0.60 0.19 -0.01
H 0.01 -0.05 0.05
H -0.02 0.01 0.01
H -0.05 -0.05 0.02
H 0.09 0.19 -0.03
H 0.06 0.00 0.04
H -0.08 -0.21 0.02
H -0.14 0.13 -0.03

A molecular structure, C2H5Br2NO2S in a non-equilibrium geometry. Source: the Open Molecules 2025 dataset; level of theory: the ωB97M-V functional and the def2-TZVPD basis.

Summary:
DFT total energy = -158656.1342 eV
HOMO = -0.31904 Ha
F_max = 5.08 eV Å⁻¹
LUMO = 0.32 eV
2S+1 = 1

Each line ends with the natural charge from an NBO analysis.
Positions of all 13 atoms, in Å:
1 C 1.529 1.001 1.194  -0.21
2 C -1.766 1.634 -1.157  -0.81
3 N -0.106 -0.575 -0.406  -1.06
4 O 0.647 1.402 -1.897  -0.91
5 O 0.313 1.697 0.571  -0.70
6 S -0.224 1.083 -0.785  2.15
7 Br 3.166 0.807 0.214  0.09
8 Br -2.797 0.879 0.370  -0.08
9 H 1.846 1.800 1.898  0.23
10 H 1.053 0.147 1.829  0.26
11 H -2.122 0.995 -1.983  0.24
12 H -0.952 -0.991 -0.493  0.39
13 H 0.544 -1.036 -1.119  0.41

Forces on the atoms, in the same order (eV/Å):
C -1.98 1.24 2.42
C -0.25 -0.70 1.58
N 4.73 1.09 -1.50
O -0.11 -0.64 1.04
O 1.15 -0.85 -0.42
S 0.72 -0.38 -2.05
Br -0.68 -0.55 -0.25
Br -0.52 0.27 0.13
H -0.62 -0.64 -0.39
H 1.45 1.01 -1.81
H 0.58 0.52 -0.02
H -3.51 -1.43 -0.05
H -0.97 1.06 1.32

A molecular structure, B3CsF12. Source: the Open Molecules 2025 dataset; level of theory: the ωB97M-V functional and the def2-TZVPD basis.

Summary:
DFT total energy = -35210.8906 eV
HOMO = -0.20568 Ha
F_max = 0.46 eV Å⁻¹
Total charge = -2
LUMO = 4.04 eV
2S+1 = 1

Each line ends with the Löwdin charge.
Positions of all 16 atoms, in Å:
1 Cs -0.679 1.324 -0.200  1.32
2 B -1.516 0.337 -3.530  -1.29
3 F -1.283 0.219 -4.912  0.08
4 F -1.006 -0.756 -2.839  0.10
5 F -0.906 1.532 -3.038  -0.07
6 F -2.912 0.450 -3.288  0.05
7 B 1.120 -2.210 -0.048  -1.25
8 F 0.450 -2.294 1.182  0.09
9 F 0.792 -0.969 -0.667  -0.08
10 F 2.515 -2.275 0.134  0.08
11 F 0.710 -3.275 -0.877  0.08
12 B 0.553 1.574 3.629  -1.26
13 F 0.246 2.139 2.353  -0.09
14 F -0.374 0.552 3.889  0.09
15 F 1.859 1.085 3.588  0.10
16 F 0.430 2.567 4.623  0.07

Forces on the atoms, in the same order (eV/Å):
Cs 0.06 -0.43 0.05
B -0.31 -0.26 -0.22
F 0.00 0.12 0.14
F -0.12 0.22 -0.06
F 0.09 0.19 -0.17
F 0.09 0.05 0.00
B 0.03 -0.40 -0.08
F 0.03 0.08 -0.03
F 0.17 -0.06 0.11
F -0.06 0.05 0.03
F 0.05 0.15 0.05
B -0.07 -0.27 0.21
F -0.06 0.30 -0.03
F 0.05 0.07 -0.03
F 0.00 0.04 0.10
F 0.03 0.15 -0.07

A single C4H6O molecule. Source: the Open Molecules 2025 dataset; level of theory: the ωB97M-V functional and the def2-TZVPD basis.

Summary:
DFT total energy = -6290.1030 eV
HOMO = -0.34310 Ha
F_max = 0.34 eV Å⁻¹
LUMO = 1.05 eV
SMILES = C=C=COC
2S+1 = 1

Each line ends with the natural charge from an NBO analysis.
Positions of all 11 atoms, in Å:
1 C 1.508 -1.678 1.002  -0.45
2 C 1.086 -0.603 0.396  0.02
3 C 0.638 0.487 -0.172  0.03
4 O -0.495 1.108 0.295  -0.52
5 C -1.589 1.019 -0.596  -0.25
6 H 2.159 -1.620 1.871  0.22
7 H 1.209 -2.668 0.666  0.22
8 H 1.145 0.959 -1.017  0.19
9 H -1.732 -0.014 -0.941  0.18
10 H -1.458 1.672 -1.469  0.17
11 H -2.470 1.338 -0.035  0.20

Forces on the atoms, in the same order (eV/Å):
C -0.04 0.12 -0.06
C 0.00 -0.03 0.03
C 0.23 -0.22 0.00
O 0.06 -0.02 0.15
C -0.29 0.02 -0.18
H -0.05 0.02 -0.14
H 0.04 0.14 0.02
H -0.08 -0.09 0.13
H 0.00 0.14 0.08
H 0.03 -0.08 0.10
H 0.08 -0.01 -0.13

5 unconnected molecules or ions with the total composition C12H28NO10P in a non-equilibrium geometry. Source: the Open Molecules 2025 dataset; level of theory: the ωB97M-V functional and the def2-TZVPD basis.

Summary:
DFT total energy = -44146.2427 eV
HOMO = 0.07871 Ha
F_max = 10.54 eV Å⁻¹
Total charge = -2
LUMO = 4.20 eV
2S+1 = 1

Each line ends with the natural charge from an NBO analysis.
Positions of all 52 atoms, in Å:
1 N 0.268 0.933 0.005  -0.86
2 H 1.127 0.281 -0.114  0.50
3 H -0.241 0.597 0.729  0.39
4 H -0.188 1.070 -0.814  0.44
5 H 0.685 1.737 0.256  0.45
6 P 2.385 2.183 -1.976  2.53
7 O 1.372 3.092 -1.630  -1.32
8 O 3.093 1.467 -0.713  -1.39
9 O 3.504 2.718 -2.879  -1.31
10 O 1.821 0.931 -2.540  -1.38
11 O 0.721 -0.108 2.924  -0.64
12 C 1.529 0.082 3.813  0.80
13 O 2.391 1.019 3.898  -0.49
14 C 2.477 2.024 2.861  -0.10
15 C 3.447 3.153 3.427  -0.62
16 C 1.403 -0.865 5.035  -0.69
17 H 1.609 2.523 2.590  0.18
18 H 2.669 1.662 1.937  0.27
19 H 3.858 3.856 2.648  0.25
20 H 4.348 2.634 3.751  0.20
21 H 2.983 3.585 4.217  0.18
22 H 1.570 -0.251 6.000  0.22
23 H 2.298 -1.723 5.111  0.21
24 H 0.692 -1.537 4.991  0.21
25 O -0.498 -2.196 0.057  -0.63
26 C 0.215 -2.654 -0.822  0.80
27 O -0.078 -3.561 -1.773  -0.50
28 C -1.372 -3.824 -1.795  -0.04
29 C -1.440 -5.094 -2.867  -0.63
30 C 1.606 -2.152 -0.918  -0.71
31 H -1.819 -2.970 -2.093  0.18
32 H -1.716 -4.247 -0.817  0.16
33 H -0.740 -5.800 -2.503  0.21
34 H -1.253 -4.500 -3.687  0.22
35 H -2.382 -5.699 -2.878  0.19
36 H 1.717 -1.469 -1.596  0.30
37 H 2.216 -2.909 -1.028  0.21
38 H 2.149 -1.836 0.118  0.22
39 O -4.189 2.536 -2.839  -0.63
40 C -3.108 2.201 -2.468  0.82
41 O -2.877 1.165 -1.625  -0.52
42 C -3.914 0.491 -1.042  -0.06
43 C -3.355 -0.152 0.303  -0.63
44 C -1.779 2.746 -3.071  -0.73
45 H -4.476 -0.093 -1.603  0.16
46 H -4.719 1.198 -0.869  0.17
47 H -4.199 -0.531 0.745  0.19
48 H -2.756 0.471 0.935  0.21
49 H -2.617 -0.959 0.047  0.24
50 H -1.090 2.704 -2.264  0.28
51 H -2.113 3.766 -3.305  0.21
52 H -1.250 2.327 -3.890  0.27

Forces on the atoms, in the same order (eV/Å):
N 3.33 -4.03 0.16
H -0.66 1.49 -0.76
H -2.32 -1.46 2.69
H -1.44 0.35 -3.64
H 2.36 4.22 0.53
P 9.12 -5.21 -0.87
O -7.18 6.49 3.07
O -0.21 0.87 2.43
O 0.08 0.98 -0.24
O -3.56 -4.20 -2.78
O 0.35 0.64 -0.40
C -2.72 -2.88 0.28
O 1.06 1.35 0.42
C 1.76 2.67 2.40
C 1.62 -2.86 -3.72
C 7.70 2.21 1.67
H -2.63 0.64 0.66
H 2.00 -1.87 -3.00
H -1.14 -0.63 0.61
H 0.08 -0.04 0.37
H -1.27 1.70 2.36
H -0.77 -1.20 -1.38
H -1.44 2.61 -0.50
H -4.56 -2.31 -0.22
O -1.07 -1.38 -1.30
C 2.02 2.32 1.93
O 3.54 1.26 1.23
C -2.57 -6.98 0.27
C -2.34 1.40 3.42
C -0.95 -0.83 6.98
H -2.58 2.38 -0.97
H -0.08 0.88 -0.55
H 1.35 -0.29 -0.20
H 0.72 -0.03 -2.67
H 0.32 1.17 -0.22
H 0.85 4.54 -4.17
H 3.12 -4.20 -1.85
H -2.23 0.18 -2.08
O -1.61 0.38 0.45
C 2.67 -1.46 -2.42
O 1.59 0.73 -1.06
C 1.33 2.87 5.24
C 1.51 -0.28 -3.66
C -2.49 1.19 1.97
H -1.45 -3.88 -3.24
H -0.07 0.79 0.98
H -1.75 -1.17 1.72
H -0.27 1.02 0.27
H -0.94 0.36 0.08
H 1.23 0.59 0.58
H 0.78 -0.03 -0.04
H -0.21 -1.07 -0.82

Q: F_max of number 1 (C10H13BBr2F11O2S)?
A: 1.94 eV Å⁻¹

Q: 2S+1 of number 6 (C12H28NO10P)?
A: 1